Below is 2 unconnected molecules or ions with the total composition C21H24Cl2N2O5 in a non-equilibrium geometry, with properties calculated with ωB97M-V/def2-TZVPD.

Last column: natural (NBO) charge in e.
Element x y z (Å)
O1 4.046491 1.084007 1.527591  -0.4972
H1 -5.842815 -0.997147 1.572775  0.1976
H2 5.922888 -0.706511 1.507075  0.2318
C1 2.184493 -0.649665 -0.059406  -0.6554
C2 -0.439202 1.452993 0.234281  -0.2129
H3 1.254017 2.938100 0.541367  0.2094
H4 3.185401 -1.126202 0.155937  0.2102
C3 4.516266 0.612828 2.543405  0.4746
H5 6.883316 -1.676589 3.587093  0.2354
H6 -3.197644 1.117507 -1.000540  0.2442
H7 1.632926 -0.689726 0.917411  0.2144
C4 -3.767362 -1.424026 -1.202305  -0.0918
C5 -5.565097 -1.146359 0.498117  0.0348
O2 6.093839 -0.974892 5.957372  -0.4785
H8 -1.532229 1.511324 0.437865  0.2022
H9 0.002745 0.696144 0.931537  0.1765
H10 -4.633645 -1.581511 -3.271026  0.2488
C6 5.586721 -0.409098 2.492526  -0.2257
C7 -2.261444 -1.526441 -1.584685  0.8092
H11 -3.964374 2.443111 -2.030380  0.2444
H12 -3.332005 -1.221535 0.969157  0.2398
C8 4.039773 1.037260 3.879518  -0.2233
O3 -1.943719 -2.370264 -2.369344  -0.5148
C9 4.553725 0.518374 4.993032  -0.2281
O4 0.686228 -2.602517 -0.486255  -0.7208
H13 1.421131 -0.162565 -2.803794  0.2233
H14 1.211840 -2.921083 0.269695  0.4654
H15 0.382187 -1.623779 -2.996676  0.2620
C10 -6.197873 -1.329420 -1.682115  0.0416
Cl1 -0.756867 0.017209 -4.785974  -0.0003
H16 3.257317 1.785641 3.897780  0.2326
H17 -2.307515 2.629665 -1.368019  0.2413
H18 2.309830 -2.140493 -1.641820  0.1641
H19 -7.011316 -1.341181 -2.451468  0.2006
C11 -2.395045 1.317500 -3.095939  0.0062
O5 -1.419114 -0.645471 -0.925802  -0.5444
Cl2 -3.178636 1.816357 -4.638533  -0.0158
C12 5.624600 -0.503901 4.942660  0.4717
H20 2.412608 0.383092 -0.405215  0.2225
C13 -4.148013 -1.264579 0.214516  -0.2605
C14 6.100980 -0.928301 3.605735  -0.2270
C15 -0.528353 0.048179 -1.808363  0.4111
C16 -1.299168 0.501145 -3.145522  -0.0792
N1 -6.588632 -1.157416 -0.394060  -0.4107
H21 4.217469 0.815935 5.978191  0.2353
C17 0.150077 2.862288 0.695249  -0.6203
C18 1.476449 -1.573211 -1.127200  0.1047
C19 -3.028000 1.875261 -1.799130  -0.6803
N2 -0.074222 1.300720 -1.179864  -0.6711
C20 0.699899 -0.828707 -2.268052  -0.4619
H22 0.903533 1.500747 -1.365272  0.3858
C21 -4.840342 -1.457477 -2.186659  -0.2426
H23 -0.317083 3.611502 -0.009366  0.2070
H24 -0.187034 3.103177 1.732900  0.2137

Atoms 1-3, force components in eV/Å:
O 0.095 0.032 0.129
H 0.103 -0.199 -1.107
H -0.026 0.035 -0.015

Results
* HOMO-LUMO gap: 7.067 eV
* ΔE to the lowest compared entry with this formula, charge and spin: 32.58 kcal/mol
* structure (SMILES): CCN[C@@](C[C@@H](C)O)(OC(=O)c1ccncc1)/C(Cl)=C(\C)Cl.O=C1C=CC(=O)C=C1



Below is a molecular structure, C21H24Cl5CoF5IN4, with properties calculated with ωB97M-V/def2-TZVPD.

Last column: Löwdin spin population.
Element x y z (Å)
H1 1.281320 -5.366046 -1.212662  0.0041
Co1 0.312597 -0.484160 -0.461996  2.5834
C1 -1.345292 -1.842476 3.443739  0.0005
C2 1.674691 -3.400730 -0.352377  0.1206
H2 -3.995445 2.416147 0.619950  0.0000
Cl1 3.855330 1.747558 -4.294317  0.0013
H3 -3.235355 2.666025 -1.699700  0.0001
H4 -1.164632 3.075140 1.626375  0.0000
H5 2.252068 -3.220591 1.738425  0.0006
H6 -0.173660 -4.422258 -0.835398  0.0002
H7 -2.119688 -1.382107 1.492604  -0.0003
Cl2 1.378765 2.482562 1.379961  0.0027
Cl3 4.661878 4.190178 -2.529312  0.0006
F1 -0.993443 -1.715837 -2.748802  0.0031
C3 -2.454946 3.367397 -1.395976  0.0003
C4 -2.747560 -1.259621 -1.365925  0.0042
H8 1.794246 -0.245438 2.010556  0.0004
F2 -2.655024 -2.253759 -0.479046  -0.0016
N1 -2.969796 4.065668 -0.155411  0.0001
I1 2.671744 -1.077231 4.852910  0.0012
C5 0.912678 -0.688863 2.447744  0.0056
C6 2.952842 3.186733 -0.685384  0.0004
H9 -1.943506 0.926777 -0.203573  0.0019
F3 -3.560695 -1.678238 -2.336240  0.0020
C7 0.846018 -4.365250 -1.212374  0.0289
H10 -0.232014 -2.188214 5.251826  0.0000
H11 -2.069784 1.625654 2.041936  0.0001
H12 1.943547 -4.878487 1.217948  0.0071
C8 1.608961 -3.844957 1.120033  0.0475
C9 -1.176850 2.641615 -1.014477  0.0021
C10 -0.220696 -1.779708 4.251831  -0.0010
C11 3.156289 1.942692 -2.729154  0.0003
H13 -2.256837 -2.305799 3.789900  0.0003
H14 3.587126 -4.394609 -0.686326  0.0026
F4 -1.700702 0.376304 -2.594507  0.0098
H15 3.196971 -3.137888 -1.868473  0.0005
C12 3.522385 3.036121 -1.945331  0.0018
H16 0.801587 -4.002825 -2.238237  0.0010
H17 -3.815826 4.603916 -0.363049  0.0000
C13 3.135629 -3.411901 -0.815239  0.0209
Cl4 3.389001 4.547743 0.289617  0.0007
C14 -1.366733 -0.766107 -1.813286  0.0380
H18 -2.250256 4.735087 0.149947  0.0000
H19 -2.316827 4.126965 -2.162967  0.0001
H20 -0.792283 2.102298 -1.878044  0.0009
N2 -1.382586 1.726860 0.077876  0.0186
C15 2.224324 1.038159 -2.234072  0.0071
C16 1.625496 1.137032 -0.984745  0.0290
F5 -3.419734 -0.257191 -0.723733  0.0003
H21 -0.410677 3.365188 -0.712131  0.0000
C17 -1.276144 -1.322344 2.162892  0.0021
C18 0.925050 -1.189401 3.740520  0.0005
C19 2.034778 2.232550 -0.249018  0.0074
H22 0.587687 -3.776425 1.492828  0.0010
H23 3.708285 -2.683263 -0.243466  0.0004
H24 -3.585820 3.672455 1.822088  0.0002
N3 1.127246 -2.098636 -0.451610  0.9827
Cl5 1.760921 -0.302488 -3.244513  0.0213
C20 -3.217118 3.095870 0.973557  0.0011
N4 -0.171733 -0.749254 1.673720  0.0336
C21 -1.907797 2.361404 1.252085  0.0019

Atoms 1-3, force components in eV/Å:
H 0.031 -0.074 0.006
Co 0.138 0.136 -0.502
C 0.103 0.045 -0.045

Results
* HOMO-LUMO gap (spin up / spin down): 5.692 / 5.489 eV
* spin multiplicity: 5
* ΔE to the lowest compared entry with this formula, charge and spin: 11.41 kcal/mol
* <S²>: 6.030



Below is 9 unconnected molecules or ions with the total composition C21H24Cl6F6O18 in a non-equilibrium geometry, with properties calculated with ωB97M-V/def2-TZVPD.

Last column: Mulliken charge in e.
Element x y z (Å)
C1 -2.751365 5.391474 -4.046884  0.2419
O1 -0.246435 -0.105936 3.482796  -0.5534
C2 -5.331545 1.119764 -1.923694  0.5475
H1 1.819525 -2.388556 5.884246  0.1987
Cl1 2.136335 -1.020916 -0.194444  -0.1679
C3 3.779825 -4.185646 3.987436  0.6490
O2 -6.579405 1.104144 -1.984584  -0.5974
H2 4.513365 -1.870176 2.480196  0.2720
O3 -2.671425 4.037784 -3.743394  -0.2245
C4 -0.916225 -4.866636 1.639896  -0.0979
C5 2.150635 3.381924 -1.757414  0.5038
H3 4.439895 -3.074746 1.202926  0.3014
O4 4.694735 -3.770356 3.120216  -0.3732
H4 1.758995 2.702784 -2.514714  0.2745
H5 -2.755035 2.128454 -1.766504  -0.3094
O5 3.068315 2.532184 1.452506  -0.5811
H6 -0.210075 -3.395066 -3.552504  0.2570
F1 2.147345 -3.596526 1.452286  -0.2193
Cl2 0.101745 0.682414 -1.579064  -0.0858
F2 -3.428855 -0.910006 -0.947474  -0.3196
O6 0.636235 -0.753096 5.401376  -0.3153
C6 -0.184055 -2.900756 5.460846  0.3016
F3 -3.845105 5.701294 -4.675064  -0.2800
H7 -1.567235 4.762394 2.507326  0.3280
O7 1.452255 -2.192846 -3.508184  -0.2513
H8 0.129385 -3.942646 5.526406  0.3137
C7 -3.264595 1.461184 -1.071374  0.6544
H9 -0.345365 -0.993096 0.072486  0.1236
H10 -2.770635 1.418924 -0.100644  -0.0858
O8 2.621095 -3.742206 3.643016  -0.3977
Cl3 -1.218455 2.423564 1.737776  0.0211
H11 -1.706085 -5.523716 2.003836  0.4382
C8 2.477875 -2.892216 -4.007394  0.5135
C9 -1.491215 5.619624 -4.935124  -0.4588
C10 2.527455 2.935634 0.441496  0.6144
Cl4 -2.514705 4.775364 0.475656  -0.1077
H12 2.010435 -4.054076 -1.506204  0.1104
C11 2.665805 -3.000876 2.522516  0.6557
O9 -0.697275 4.552024 -4.442814  -0.3101
O10 -4.516395 0.287884 -2.554484  -0.3318
H13 -0.993235 6.577514 -4.784884  0.2641
F4 2.869755 4.353764 -2.247454  -0.3384
F5 -1.438615 -2.713856 5.935236  -0.2948
H14 2.172165 -2.032636 2.605756  0.1616
C12 0.828475 -1.988506 6.098436  -0.4218
F6 0.135995 -2.549096 -1.722004  -0.0981
O11 -4.641155 1.818704 -0.964194  -0.3370
H15 -2.718285 6.001574 -3.144234  0.3149
C13 -1.500425 3.618484 -3.934774  0.6026
H16 -1.712095 5.409954 -5.981714  0.2976
H17 0.743845 -1.829106 7.173386  0.3458
H18 0.137905 3.339874 -1.223634  -0.4231
H19 0.970045 -5.166776 -2.422694  0.2343
O12 2.504455 -4.149666 -3.425674  -0.3833
H20 0.788635 4.999304 -1.104824  0.2195
O13 4.025315 -4.924066 4.928516  -0.5935
C14 4.099865 -2.842426 2.212136  -0.4537
O14 1.368905 3.651554 0.374426  -0.3056
C15 0.079115 -0.975576 4.289486  0.5304
H21 0.403895 0.350924 0.837376  0.1601
H22 -3.068715 3.781944 2.505306  0.3849
C16 0.562615 -3.121146 -2.834154  0.2170
O15 3.287955 -2.448996 -4.787374  -0.5380
O16 -0.115395 -2.313476 4.153926  -0.0533
O17 -1.068295 2.552854 -3.484524  -0.4963
Cl5 -0.102925 -5.553256 0.169996  -0.1722
C17 1.012335 3.940624 -0.973484  0.4259
O18 2.968295 2.827084 -0.777584  -0.3606
H23 -2.411575 -0.035036 -2.427694  0.2618
Cl6 -1.695095 -3.301046 1.222716  -0.0741
C18 -3.301785 0.138554 -1.823124  0.4809
C19 0.462045 -0.272056 -0.055154  -0.0222
H24 -0.155535 -4.755806 2.412666  -0.1149
C20 -2.137925 3.997534 1.980656  -0.6185
C21 1.519695 -4.226416 -2.464104  -0.0544

Atoms 1-3, force components in eV/Å:
C 2.165 1.968 -0.033
O 0.890 -2.480 1.358
C -4.502 -0.040 2.452

Results
* HOMO-LUMO gap: 10.950 eV
* structure (SMILES): O=C1OC[C@@H](F)O1.O=C1OC[C@@H](F)O1.O=C1OC[C@@H](F)O1.O=C1OC[C@@H](F)O1.O=C1OC[C@@H](F)O1.O=C1OC[C@@H](F)O1.ClCCl.ClCCl.ClCCl



Below is a molecular structure, C21H24ClMnNO5SSe3Te, with properties calculated with ωB97M-V/def2-TZVPD.

Last column: Löwdin spin population.
Element x y z (Å)
O1 0.708704 -1.257151 -0.707445  -0.0013
H1 4.473206 -3.397127 -1.422075  0.0000
H2 -0.467482 -3.285920 -3.761035  0.0000
H3 4.605635 -0.256485 0.213789  -0.0002
H4 1.676815 -4.222135 2.356810  0.0000
H5 -1.798135 2.208949 -5.271566  0.0000
Se1 -1.827384 -0.611998 0.776302  0.2427
C1 4.602189 -3.424014 -0.347348  0.0001
C2 0.755018 -3.215293 -2.030818  -0.0014
C3 -1.715458 0.923939 -3.534028  0.0029
Se2 0.269731 2.454214 1.577964  0.0647
C4 2.378329 -3.471175 2.723433  0.0000
Cl1 4.707672 1.472177 1.825586  -0.0001
H6 0.908122 3.200982 -2.778293  0.0000
C5 0.099715 -1.927058 -1.640667  0.0020
H7 -2.351158 0.690299 -2.680805  0.0012
C6 4.906242 -3.442893 2.427506  0.0000
C7 3.480721 -3.443329 0.478249  0.0000
C8 1.780651 -3.840616 -1.288302  0.0004
C9 2.593190 0.206949 0.772643  0.0002
Se3 -1.927458 3.064221 1.907221  0.1950
C10 3.620874 -3.460764 1.872867  0.0000
H8 -1.154787 4.257580 -4.111362  0.0000
C11 0.202833 2.702059 -3.440771  -0.0008
C12 1.922999 -5.546011 -3.005237  0.0003
O2 2.249621 0.914642 -0.215033  -0.0181
H9 2.381916 -6.456810 -3.370711  0.0000
C13 5.868693 -3.426412 0.210644  0.0000
C14 -2.041557 2.259636 -4.208232  0.0001
C15 2.347063 -5.015826 -1.804963  0.0000
H10 6.171259 -3.373485 4.160444  0.0000
H11 0.660694 2.567325 -4.424761  -0.0001
C16 5.110179 -3.430489 3.921786  0.0000
C17 4.040602 -0.023432 1.111515  -0.0016
H12 2.601127 -3.684439 3.765730  0.0000
H13 1.866723 -2.505117 2.681971  0.0000
C18 6.017717 -3.429136 1.589155  0.0001
H14 4.614356 -2.577295 4.389056  0.0000
H15 -1.712243 0.057666 -4.191405  0.0003
C19 0.904829 -4.937473 -3.733430  0.0000
H16 4.135497 -0.826972 1.833855  -0.0002
Te1 -3.103493 0.916517 2.183130  0.4169
O3 -0.889864 -1.509579 -2.241143  0.0130
O4 -0.394457 1.398383 -1.303159  0.0423
H17 6.740781 -3.411784 -0.431542  0.0000
H18 3.116700 -5.518127 -1.233140  0.0000
Mn1 0.319978 0.424415 0.178898  2.0392
N1 2.173328 -3.375950 -0.046035  0.0007
H19 0.566899 -5.358923 -4.670603  0.0000
C20 0.332624 -3.787038 -3.231523  -0.0001
C21 -1.179649 3.329959 -3.540061  0.0001
H20 -1.549079 3.556472 -2.538593  0.0002
S1 -0.070240 1.048892 -2.776346  0.0051
H21 7.009835 -3.420647 2.025224  0.0000
H22 4.709084 -4.332828 4.388105  0.0000
H23 -3.105707 2.478171 -4.127786  0.0000
O5 1.671296 -0.302738 1.479513  -0.0038
H24 1.649964 -2.571422 0.266288  0.0001

Atoms 1-3, force components in eV/Å:
O -0.140 -0.137 -0.136
H 0.003 0.007 0.019
H 0.028 -0.015 0.008

Results
* HOMO-LUMO gap (spin up / spin down): 6.623 / 4.998 eV
* spin multiplicity: 4
* ΔE to the lowest compared entry with this formula, charge and spin: 2.99 kcal/mol
* <S²>: 3.792



Number 1: electronic energy -60425.090 eV. Number 2: electronic energy -150050.587 eV. Number 3: electronic energy -150459.702 eV. Number 4: electronic energy -291907.081 eV.